1.
{
  "formula": "C43H44N3",
  "method": "ωB97M-V/def2-TZVPD",
  "relative_energy_ev": 1.3372,
  "homo_energy_ev": -9.91,
  "total_charge": 1,
  "homo_lumo_gap_ev": 5.24,
  "e_lumo_ev": -4.7,
  "symbols": ["C", "C", "N", "C", "C", "C", "C", "H", "H", "H", "H", "H", "H", "H", "H", "H", "H", "H", "H", "H", "H", "H", "C", "C", "C", "C", "N", "C", "C", "C", "C", "C", "C", "C", "C", "C", "C", "C", "C", "C", "C", "C", "N", "C", "C", "C", "C", "C", "C", "C", "C", "C", "C", "C", "C", "C", "C", "C", "C", "C", "C", "H", "H", "H", "H", "H", "H", "H", "H", "H", "H", "H", "H", "H", "H", "H", "H", "H", "H", "H", "H", "H", "H", "H", "H", "H", "H", "H", "H", "H"],
  "coordinates": [[1.99798, -1.66155, 0.71485], [1.33077, -3.01845, 0.88090], [-0.08783, -3.18472, 0.62127], [-1.12367, -2.89865, 1.59457], [-1.50824, -1.46759, 1.94100], [-0.52904, -3.17264, -0.77546], [0.37357, -2.52826, -1.81992], [3.05663, -1.76884, 0.97298], [1.94776, -1.30503, -0.31411], [1.56005, -0.91018, 1.37653], [1.84342, -3.68762, 0.16957], [1.49792, -3.38525, 1.90932], [-2.03145, -3.35439, 1.17736], [-0.86926, -3.43408, 2.51940], [-2.26958, -1.48706, 2.72627], [-0.66104, -0.89314, 2.32016], [-1.95264, -0.96823, 1.07883], [-0.69602, -4.21691, -1.11127], [-1.51474, -2.67305, -0.78692], [-0.08525, -2.76260, -2.79019], [0.39065, -1.43843, -1.68177], [1.40041, -2.92020, -1.82923], [-2.72430, -2.05487, 9.77967], [-1.52412, -1.46639, 9.37035], [-0.46649, -2.26644, 8.95058], [-0.62548, -3.64819, 8.93803], [0.44996, -4.43028, 8.45708], [1.26451, -5.06396, 9.42155], [0.81201, -6.21774, 10.04394], [1.58441, -6.80102, 11.04468], [2.80895, -6.22202, 11.40508], [3.23230, -5.03803, 10.79473], [2.44904, -4.44577, 9.80563], [0.36802, -4.94242, 7.15227], [1.33941, -4.51589, 6.24077], [1.24414, -4.89339, 4.92150], [0.18570, -5.73625, 4.47549], [0.12681, -6.10969, 3.10502], [-0.28671, -7.38773, 2.68133], [-0.47251, -7.59264, 1.28082], [-1.12105, -8.71386, 0.82271], [-1.40539, -9.76879, 1.71249], [-1.96780, -10.91289, 1.17816], [-1.86699, -12.18694, 1.78632], [-2.84666, -12.61602, 2.67226], [-2.68460, -13.84170, 3.32082], [-1.60193, -14.66843, 2.99666], [-0.71217, -14.28530, 1.98940], [-0.84797, -13.04088, 1.37494], [-2.95864, -10.76373, 0.17609], [-2.66554, -11.12094, -1.13430], [-3.66300, -11.01378, -2.10516], [-4.95058, -10.60804, -1.73977], [-5.24349, -10.30001, -0.40480], [-4.23166, -10.34685, 0.55251], [-1.05512, -9.67731, 3.07657], [-0.49304, -8.51439, 3.55695], [-0.76188, -6.19567, 5.44337], [-0.65756, -5.81223, 6.76292], [-1.77259, -4.25054, 9.42060], [-2.84213, -3.45146, 9.82098], [-3.56572, -1.42728, 10.08558], [-1.39930, -0.38083, 9.37043], [0.50031, -1.87154, 8.64006], [-0.15931, -6.61761, 9.74781], [1.21862, -7.70181, 11.53429], [3.42330, -6.68816, 12.18069], [4.17082, -4.56051, 11.08336], [2.70619, -3.50633, 9.31867], [2.15819, -3.89687, 6.62586], [1.97544, -4.56258, 4.17921], [0.47674, -5.40362, 2.34639], [-0.14248, -6.80261, 0.60305], [-1.36291, -8.84187, -0.23260], [-3.72380, -11.99078, 2.84002], [-3.40508, -14.13959, 4.08242], [-1.46080, -15.61952, 3.51825], [0.10086, -14.94265, 1.67683], [-0.20282, -12.71371, 0.56027], [-1.66184, -11.48169, -1.35805], [-3.42021, -11.26326, -3.14028], [-5.73697, -10.55039, -2.49761], [-6.25335, -10.03092, -0.09378], [-4.41665, -10.11039, 1.60184], [-1.23994, -10.51814, 3.74333], [-0.24185, -8.44788, 4.61369], [-1.59804, -6.83112, 5.14412], [-1.32769, -6.23033, 7.51806], [-1.80510, -5.33967, 9.48172], [-3.75995, -3.92832, 10.16109]]
}


2.
{
  "formula": "C43H46AsN2SeSiSn",
  "method": "ωB97M-V/def2-TZVPD",
  "homo_energy_ev": -10.08,
  "total_charge": 1,
  "homo_lumo_gap_ev": 6.64,
  "e_lumo_ev": -3.4,
  "symbols": ["Sn", "C", "C", "C", "C", "C", "C", "N", "N", "Si", "C", "C", "C", "H", "H", "H", "H", "H", "H", "H", "H", "H", "H", "H", "H", "H", "H", "H", "C", "C", "C", "C", "C", "C", "As", "C", "C", "C", "C", "C", "C", "C", "C", "C", "C", "C", "C", "H", "H", "H", "H", "H", "H", "H", "H", "H", "H", "H", "H", "H", "C", "C", "C", "C", "C", "C", "C", "H", "H", "H", "H", "H", "H", "H", "C", "C", "C", "C", "C", "C", "Se", "C", "C", "C", "H", "H", "H", "H", "H", "H", "H", "H", "H", "H", "H"],
  "coordinates": [[0.38614, -0.20386, -0.20186], [4.13327, 0.74658, -1.29463], [3.81389, 0.57725, 0.16053], [4.74806, 0.82324, 1.14816], [4.38553, 0.64006, 2.48155], [3.12415, 0.19076, 2.80970], [2.22113, -0.06725, 1.77166], [2.58504, 0.15753, 0.48437], [0.93730, -0.51829, 1.86712], [0.29170, -1.35967, 3.26756], [1.51458, -2.68064, 3.82874], [-1.29908, -2.19146, 2.66971], [-0.17117, -0.17541, 4.65704], [4.85318, -0.01235, -1.60344], [4.57950, 1.72314, -1.47730], [3.23353, 0.63842, -1.89923], [5.74103, 1.15801, 0.88461], [5.10193, 0.86766, 3.26034], [2.81443, 0.05896, 3.83624], [1.95232, -3.19792, 2.97271], [1.00934, -3.42336, 4.44858], [2.33414, -2.26758, 4.41813], [-1.19361, -3.27784, 2.65782], [-1.58470, -1.86141, 1.66691], [-2.12719, -1.94820, 3.33714], [0.65462, 0.46415, 4.97401], [-0.50836, -0.74020, 5.52883], [-0.99270, 0.47092, 4.34011], [0.88583, 7.38650, 0.64986], [1.06413, 6.47475, 1.68026], [0.80420, 5.13028, 1.46841], [0.34888, 4.69668, 0.22761], [0.17974, 5.60740, -0.80637], [0.44600, 6.95264, -0.59123], [-0.05627, 2.77358, 0.01571], [-1.17866, 2.88071, -1.56420], [-0.75596, 3.01301, -2.87785], [-1.69270, 3.19103, -3.88709], [-3.04595, 3.20557, -3.57750], [-3.47322, 3.04538, -2.26797], [-2.54370, 2.89750, -1.24557], [-2.84426, 2.80558, 0.19325], [-4.10890, 2.84715, 0.76940], [-4.24216, 2.82953, 2.14984], [-3.12302, 2.74946, 2.96783], [-1.85593, 2.69122, 2.40195], [-1.71817, 2.72956, 1.02437], [1.09433, 8.43563, 0.81215], [1.40405, 6.81891, 2.64823], [0.95350, 4.41635, 2.27122], [-0.16668, 5.28315, -1.77774], [0.30226, 7.66472, -1.39316], [0.30397, 3.00438, -3.10743], [-1.36800, 3.33850, -4.90854], [-3.77199, 3.35936, -4.36524], [-4.53334, 3.04734, -2.04588], [-4.99304, 2.90300, 0.14610], [-5.22849, 2.88625, 2.59181], [-3.23695, 2.73604, 4.04391], [-0.97724, 2.62870, 3.03447], [-0.36576, -3.00495, -0.69753], [-1.44949, -2.81891, -1.48309], [-2.80596, -2.57448, -0.92575], [-3.92995, -2.99506, -1.78516], [-3.75467, -3.16453, -3.10154], [-2.44831, -2.96268, -3.69392], [-1.35432, -2.79726, -2.93006], [0.59330, -3.23224, -1.15221], [-0.46039, -3.20016, 0.36512], [-2.90922, -2.88875, 0.10951], [-4.89669, -3.11862, -1.31513], [-4.57731, -3.46100, -3.73830], [-2.35912, -2.98468, -4.77234], [-0.36660, -2.72937, -3.37060], [-9.00087, 0.25316, 0.27761], [-7.53506, 0.07026, 0.00684], [-7.02452, 0.14868, -1.27962], [-5.66984, -0.02156, -1.55522], [-5.23201, 0.06556, -2.99356], [-4.80849, -0.29015, -0.48031], [-2.91507, -0.50330, -0.80290], [-5.29222, -0.36318, 0.83452], [-4.39636, -0.64714, 2.00839], [-6.65014, -0.18384, 1.04915], [-9.53779, 0.51159, -0.63327], [-9.16278, 1.04278, 1.01216], [-9.43558, -0.66301, 0.68031], [-7.69949, 0.34339, -2.10607], [-5.81606, 0.82448, -3.51532], [-5.40703, -0.88721, -3.49218], [-4.17746, 0.30677, -3.08565], [-3.43977, -0.13650, 1.90781], [-4.20454, -1.72035, 2.09020], [-4.86812, -0.32485, 2.93601], [-7.03295, -0.25598, 2.06170]]
}